14
Properties=species:S:1:pos:R:3 method="wB97M-V/def2-TZVPD" largest_force_ev_per_a=0.55 homo_ha=-0.350 gap_ev=10.320 spin_multiplicity=1 e_above_lowest_kcal_mol=66.9 smiles="C=C=CC.C=O"
C -2.3640 0.3476 0.5616
O -2.9206 -0.5356 -0.0353
C -0.1745 -1.7352 -1.1694
C 0.3584 -0.7241 -0.5352
C 0.7380 0.3193 0.1563
C 2.1006 0.9317 0.3284
H -2.1837 1.3440 0.1094
H -1.9832 0.2177 1.5958
H -0.0534 0.8435 0.6963
H -0.2727 -2.7102 -0.6951
H -0.5788 -1.6280 -2.1743
H 2.3577 0.9685 1.3952
H 2.8904 0.3921 -0.2024
H 2.0857 1.9687 -0.0315